Here is the molecule C4H7NO2 from OMol25. Energies are from ωB97M-V/def2-TZVPD.

Positions of all 14 atoms, in Å:
C: 1.50105 -0.44402 -0.63378
C: -0.01886 -0.35603 -0.81094
C: -0.72880 -0.74567 0.64724
N: -0.78753 0.54604 1.30821
C: -0.67072 1.67096 0.16868
O: -0.66035 2.86800 0.23485
O: -0.41425 0.96967 -1.08085
H: 1.74640 0.08514 0.29474
H: 2.10225 0.00505 -1.43515
H: 1.80228 -1.49159 -0.52519
H: -0.45088 -1.08317 -1.50513
H: -0.00163 -1.46172 1.04774
H: -1.72073 -1.23094 0.53376
H: -1.69617 0.69007 1.74471

Force components x, y, z for each atom (eV/Å):
-0.18 -0.04 0.10
-0.79 -1.00 2.06
0.90 0.45 -2.24
-0.11 2.32 -2.38
0.68 -1.72 -0.25
-0.44 -2.45 0.38
-0.53 1.05 2.25
0.12 -0.10 -0.11
-0.48 -0.10 0.02
-0.03 0.15 0.01
0.27 0.58 -0.43
-0.37 0.31 0.58
0.58 0.32 -0.09
0.36 0.23 0.10

Properties
structure (SMILES)	C[C@H]1CNC(=O)O1
LUMO energy	0.819	eV
gap between HOMO and LUMO	0.409	hartree
charge	0
highest occupied orbital energy	-10.31	eV